Here is a 2-piece molecular cluster, C6H18N4O overall in a non-equilibrium geometry from the OMol25 dataset. Energies are from the ωB97M-V functional and the def2-TZVPD basis.

Each line ends with the Löwdin charge.
CARTESIAN COORDINATES (ANGSTROEM)
O1 -2.303 -1.152 -2.149  0.01
N1 -2.749 0.786 -0.459  0.16
N2 -1.477 1.447 -0.682  -0.06
N3 -3.364 -0.525 -4.052  0.19
N4 1.722 -1.560 1.258  0.18
C1 -0.258 1.309 0.068  -0.11
C2 1.647 -0.096 1.081  -0.32
C3 2.102 0.533 2.415  -0.18
C4 -2.720 -1.341 -3.285  -0.35
C5 0.210 0.192 0.579  -0.07
C6 3.638 0.438 2.529  -0.08
H1 4.040 0.696 1.445  0.12
H2 -3.884 -0.864 -4.926  0.19
H3 -1.463 2.415 -1.023  0.14
H4 4.098 -0.599 2.693  0.10
H5 2.382 0.157 0.274  0.17
H6 0.398 2.295 -0.172  0.20
H7 -0.409 -0.746 0.618  0.12
H8 1.170 -2.066 1.963  0.19
H9 1.813 -0.085 3.221  0.11
H10 -2.327 -2.244 -3.652  0.14
H11 2.781 -1.818 1.419  0.22
H12 -2.690 0.439 0.489  0.15
H13 3.924 1.174 3.206  0.06
H14 -2.442 -0.034 -1.332  0.14
H15 1.840 1.573 2.327  0.12
H16 -3.559 1.312 -0.602  0.14
H17 1.499 -2.010 0.370  0.17
H18 -3.620 0.373 -3.618  0.14

Calculated values
Orbital gap in eV: 10.05
HOMO energy in eV: -15.90
Net charge: +2
E_LUMO in eV: -5.8

***

Here is an isolated ion of composition C5H13N2 and charge +2 in a non-equilibrium geometry from the OMol25 dataset. Energies are from the ωB97M-V functional and the def2-TZVPD basis.

Each line ends with the Mulliken spin population.
CARTESIAN COORDINATES (ANGSTROEM)
N1 1.874 -0.440 0.153  0.14
N2 -0.478 -0.811 -0.737  0.06
C1 -2.182 -0.745 1.204  0.36
C2 -1.048 -0.291 0.531  0.21
C3 -0.259 1.000 0.946  0.05
C4 1.372 0.814 0.784  0.07
C5 -0.411 -0.013 -2.032  0.01
H1 1.783 1.020 1.820  0.02
H2 0.593 -1.146 -0.452  0.00
H3 -0.961 -0.654 -2.776  0.00
H4 -2.488 -0.238 2.090  0.02
H5 2.506 -0.934 0.816  0.00
H6 -0.394 2.018 0.492  0.04
H7 0.648 0.281 -2.416  0.00
H8 -1.033 0.905 -1.851  0.00
H9 -1.091 -1.628 -0.920  0.00
H10 -2.631 -1.615 0.642  0.02
H11 -0.397 1.065 2.016  0.01
H12 2.046 1.550 0.250  0.00
H13 2.550 -0.139 -0.560  0.00

Calculated values
Orbital gap (spin up / spin down) in eV: 10.77 / 6.48
HOMO energy (spin up / spin down) in eV: -19.84 / -19.92
Net charge: +2
Multiplicity: 2
E_LUMO (spin up / spin down) in eV: -9.1 / -13.4

***

| no. | E (eV) |
| --- | --- |
| 1 | -14503.185 |
| 2 | -8353.674 |